Record 1
The following is a quantum chemistry calculation of a 2-piece molecular cluster, CF4N2O overall in a non-equilibrium geometry, from the OMol25 dataset.

Each atom is followed by the atoms it is bonded to, with distances in Å.
Positions of all 8 atoms, in Å:
1 C 1.083 -0.860 0.093  F5 1.395, F6 1.313, F7 1.296, F8 1.279
2 N -1.715 1.589 -1.240  N3 1.108
3 N -1.851 1.470 -0.147  N2 1.108, O4 1.164
4 O -2.032 1.237 0.979  N3 1.164
5 F 1.927 -1.945 0.337  C1 1.395
6 F 1.758 -0.065 -0.706  C1 1.313
7 F 0.822 -0.167 1.156  C1 1.296
8 F 0.008 -1.258 -0.473  C1 1.279

## Properties
HOMO ... -12.191 eV
HOMO-LUMO gap ... 13.0522 eV
LUMO level ... 0.86 eV
SMILES string ... N#[N+][O-].FC(F)(F)F
Multiplicity ... 1

Record 2
The following is a quantum chemistry calculation of a 5-piece molecular cluster, C24H29F3N2O2 overall in a non-equilibrium geometry, from the OMol25 dataset.

Each atom is followed by the atoms it is bonded to, with distances in Å.
Positions of all 60 atoms, in Å:
1 C -0.244 4.651 -4.451  C2 1.514, H6 1.093, H7 1.084, H8 1.091
2 C -0.972 3.474 -3.837  C1 1.514, O3 1.219, N4 1.356
3 O -1.516 2.643 -4.543  C2 1.219
4 N -0.932 3.382 -2.485  C2 1.356, C5 1.465, H9 1.003
5 C -1.477 2.227 -1.767  N4 1.465, H10 1.092, H11 1.084, H12 1.088
6 H -0.997 5.346 -4.829  C1 1.093
7 H 0.370 4.299 -5.273  C1 1.084
8 H 0.340 5.227 -3.732  C1 1.091
9 H -0.738 4.160 -1.882  N4 1.003
10 H -0.615 1.759 -1.287  C5 1.092
11 H -1.937 1.498 -2.424  C5 1.084
12 H -2.185 2.527 -0.998  C5 1.088
13 C -4.277 -3.366 0.148  C14 1.525, H18 1.087, H19 1.087, H20 1.092
14 C -4.042 -2.452 1.346  C13 1.525, O15 1.225, N16 1.349
15 O -4.655 -2.572 2.399  C14 1.225
16 N -3.086 -1.515 1.183  C14 1.349, C17 1.452, H21 1.004
17 C -2.749 -0.609 2.266  N16 1.452, H22 1.090, H23 1.088, H24 1.086
18 H -5.293 -3.293 -0.231  C13 1.087
19 H -4.079 -4.382 0.481  C13 1.087
20 H -3.593 -3.078 -0.653  C13 1.092
21 H -2.672 -1.322 0.289  N16 1.004
22 H -2.174 -1.151 3.018  C17 1.090
23 H -3.655 -0.251 2.749  C17 1.088
24 H -2.182 0.233 1.879  C17 1.086
25 F -0.711 -3.792 0.611  C26 1.321
26 C -0.346 -2.871 -0.264  F25 1.321, C27 1.385, C31 1.391
27 C -0.401 -3.147 -1.620  C26 1.385, C28 1.386, H32 1.082
28 C -0.073 -2.146 -2.521  C27 1.386, C29 1.382, H33 1.083
29 C 0.278 -0.876 -2.102  C28 1.382, C30 1.391, H34 1.082
30 C 0.297 -0.615 -0.735  C29 1.391, C31 1.379, H35 1.084
31 C 0.033 -1.609 0.183  C26 1.391, C30 1.379, H36 1.083
32 H -0.674 -4.139 -1.956  C27 1.082
33 H -0.024 -2.370 -3.580  C28 1.083
34 H 0.598 -0.190 -2.876  C29 1.082
35 H 0.534 0.367 -0.341  C30 1.084
36 H 0.037 -1.340 1.232  C31 1.083
37 F 3.168 1.872 1.238  C38 1.337
38 C 1.861 2.001 1.487  F37 1.337, C39 1.379, C43 1.381
39 C 1.159 2.994 0.838  C38 1.379, C40 1.389, H44 1.086
40 C -0.139 3.324 1.208  C39 1.389, C41 1.387, H45 1.082
41 C -0.759 2.597 2.213  C40 1.387, C42 1.402, H46 1.081
42 C -0.027 1.601 2.873  C41 1.402, C43 1.383, H47 1.082
43 C 1.270 1.284 2.509  C38 1.381, C42 1.383, H48 1.084
44 H 1.722 3.537 0.084  C39 1.086
45 H -0.567 4.215 0.766  C40 1.082
46 H -1.760 2.802 2.566  C41 1.081
47 H -0.523 1.067 3.673  C42 1.082
48 H 1.829 0.521 3.037  C43 1.084
49 F 2.967 -4.138 2.298  C50 1.346
50 C 3.368 -2.985 1.732  F49 1.346, C51 1.385, C55 1.373
51 C 4.036 -2.069 2.527  C50 1.385, C52 1.388, H56 1.083
52 C 4.562 -0.924 1.945  C51 1.388, C53 1.394, H57 1.081
53 C 4.430 -0.735 0.571  C52 1.394, C54 1.383, H58 1.083
54 C 3.718 -1.626 -0.213  C53 1.383, C55 1.397, H59 1.080
55 C 3.175 -2.762 0.390  C50 1.373, C54 1.397, H60 1.084
56 H 4.193 -2.294 3.575  C51 1.083
57 H 5.064 -0.189 2.557  C52 1.081
58 H 4.876 0.164 0.166  C53 1.083
59 H 3.603 -1.475 -1.276  C54 1.080
60 H 2.589 -3.488 -0.161  C55 1.084

## Properties
HOMO ... -9.265 eV
HOMO-LUMO gap ... 9.6778 eV
LUMO level ... 0.41 eV
SMILES string ... Fc1ccccc1.Fc1ccccc1.Fc1ccccc1.CNC(C)=O.CNC(C)=O
Multiplicity ... 1

Record 3
The following is a quantum chemistry calculation of an isolated molecule of C4H6FNOS in a non-equilibrium geometry, from the OMol25 dataset.

Each atom is followed by the atoms it is bonded to, with distances in Å.
Positions of all 14 atoms, in Å:
1 C -0.077 -0.143 0.255  C2 1.540, C3 1.537, C4 1.530, O12 1.395
2 C 0.303 1.132 1.030  C1 1.540, H6 1.088, H7 1.077, F13 1.372
3 C 0.987 -0.667 -0.723  C1 1.537, H8 1.097, H9 1.065, S14 1.837
4 C -1.260 0.171 -0.664  C1 1.530, H10 1.083, N11 1.266
5 H -0.768 -1.795 0.911  O12 0.919
6 H 0.899 0.789 1.874  C2 1.088
7 H -0.525 1.685 1.443  C2 1.077
8 H 1.622 0.140 -1.111  C3 1.097
9 H 1.630 -1.401 -0.299  C3 1.065
10 H -2.070 0.784 -0.289  C4 1.083
11 N -1.333 -0.363 -1.809  C4 1.266, S14 1.717
12 O -0.405 -1.034 1.276  C1 1.395, H5 0.919
13 F 0.961 2.045 0.246  C2 1.372
14 S 0.036 -1.344 -2.141  C3 1.837, N11 1.717

## Properties
HOMO ... -8.947 eV
HOMO-LUMO gap ... 9.5925 eV
LUMO level ... 0.65 eV
SMILES string ... O[C@]1(CF)C=NSC1
Multiplicity ... 1